[1]
Density functional theory data (ωB97M-V/def2-TZVPD) for 8 unconnected molecules or ions with the total composition C48H113N2O8.

Geometry (Å):
C1 6.6360 -3.0111 4.5573
C2 5.9395 -1.8266 3.8751
C3 4.4365 -2.0144 3.5915
C4 4.0844 -1.8198 2.1172
C5 2.5761 -1.7273 1.8912
C6 2.1002 -1.1492 0.5332
C7 3.1514 -0.5226 -0.3896
C8 3.6943 0.8579 0.0100
C9 2.6603 1.8871 0.4799
C10 2.4259 1.8470 1.9982
C11 1.9346 3.1605 2.5984
C12 0.4317 3.4212 2.4021
C13 -0.2565 4.1000 3.5930
C14 -1.7461 3.7739 3.6760
C15 -2.5417 4.3542 2.4985
C16 -4.0342 4.5972 2.7782
C17 -4.9497 3.4516 2.3398
C18 -4.9427 2.2635 3.3019
C19 -5.8657 1.1228 2.8382
C20 -7.0079 0.8490 3.8135
C21 -8.0289 -0.1260 3.2349
C22 -8.7842 -0.8423 4.3487
N1 -10.0169 -1.5417 3.7799
C23 -10.0465 -1.7222 2.2765
C24 -9.6308 -0.4266 1.5109
O1 -10.7132 0.1994 0.9117
C25 -11.3292 -0.4713 -0.1961
C26 -10.4547 -0.5537 -1.4376
C27 -9.5384 -1.7954 -1.5048
N2 -9.0081 0.5505 2.3807
H1 7.6617 -3.1299 4.2038
H2 6.6898 -2.8571 5.6379
H3 6.1144 -3.9563 4.3909
H4 6.4540 -1.5891 2.9401
H5 6.0626 -0.9495 4.5155
H6 3.8583 -1.2828 4.1651
H7 4.1117 -3.0069 3.9219
H8 4.5006 -2.6516 1.5368
H9 4.5778 -0.9117 1.7709
H10 2.1584 -2.7322 2.0129
H11 2.1490 -1.1337 2.7066
H12 1.3170 -0.4114 0.7268
H13 1.6110 -1.9450 -0.0361
H14 2.6976 -0.4296 -1.3785
H15 3.9893 -1.2133 -0.5224
H16 4.2101 1.2634 -0.8664
H17 4.4622 0.7667 0.7839
H18 1.7115 1.7124 -0.0414
H19 2.9996 2.8887 0.1996
H20 3.3518 1.5469 2.4989
H21 1.6851 1.0699 2.2193
H22 2.1902 3.1941 3.6606
H23 2.4967 3.9759 2.1332
H24 -0.0795 2.4715 2.1933
H25 0.2878 4.0408 1.5114
H26 0.2372 3.7887 4.5192
H27 -0.1366 5.1867 3.5225
H28 -1.8494 2.6828 3.7089
H29 -2.1541 4.1592 4.6169
H30 -2.4547 3.6812 1.6377
H31 -2.0757 5.2962 2.2002
H32 -4.3601 5.5133 2.2774
H33 -4.1769 4.7586 3.8532
H34 -4.6545 3.0981 1.3446
H35 -5.9800 3.8162 2.2449
H36 -5.2547 2.6146 4.2914
H37 -3.9221 1.8884 3.3963
H38 -6.3124 1.3823 1.8721
H39 -5.2981 0.2003 2.6853
H40 -7.5276 1.7911 4.0209
H41 -6.6154 0.4654 4.7616
H42 -7.5055 -0.8587 2.6096
H43 -9.1570 -0.0892 5.0455
H44 -8.2018 -1.5671 4.9152
H45 -10.8527 -1.0373 4.0721
H46 -10.0987 -2.4700 4.1928
H47 -11.0555 -2.0443 2.0252
H48 -9.3664 -2.5441 2.0554
H49 -8.8630 -0.7293 0.7898
H50 -11.6628 -1.4796 0.0869
H51 -12.2281 0.1130 -0.3845
H52 -9.8925 0.3734 -1.5608
H53 -11.1337 -0.6096 -2.2925
H54 -8.4950 -1.5276 -1.6735
H55 -9.5624 -2.3494 -0.5597
H56 -9.8638 -2.4854 -2.2811
H57 -9.7231 0.9825 2.9647
C28 4.2080 -1.3519 -5.5091
C29 4.2918 -1.5277 -4.0045
C30 5.0509 -2.7886 -3.6248
O2 2.9922 -1.5233 -3.4089
H58 3.6823 -2.1991 -5.9592
H59 3.6639 -0.4406 -5.7586
H60 5.1996 -1.3137 -5.9579
H61 4.7896 -0.6607 -3.5631
H62 4.5386 -3.6686 -4.0251
H63 5.1109 -2.8894 -2.5408
H64 6.0604 -2.7770 -4.0375
H65 2.5002 -2.2710 -3.7648
C31 5.9122 4.8054 5.9739
C32 5.0438 3.7089 5.3801
C33 5.5786 2.3195 5.6947
O3 4.8905 3.8860 3.9730
H66 6.9227 4.7513 5.5582
H67 5.5006 5.7873 5.7422
H68 5.9881 4.7048 7.0576
H69 4.0280 3.8015 5.7734
H70 6.5793 2.1901 5.2715
H71 4.9335 1.5510 5.2691
H72 5.6427 2.1606 6.7732
H73 5.7612 3.8165 3.5657
C34 -13.2355 -0.8693 -6.4715
C35 -12.1648 -0.6471 -5.4177
C36 -11.3863 0.6354 -5.6568
O4 -11.2744 -1.7630 -5.3450
H74 -12.7778 -0.9509 -7.4613
H75 -13.7831 -1.7902 -6.2739
H76 -13.9429 -0.0396 -6.4947
H77 -12.6348 -0.6059 -4.4312
H78 -10.8754 0.5971 -6.6227
H79 -10.6286 0.7707 -4.8840
H80 -12.0434 1.5059 -5.6585
H81 -10.8349 -1.8380 -6.1993
C37 7.2912 -0.5733 8.3775
C38 8.1655 -0.1752 7.1999
C39 9.5580 0.2459 7.6371
O5 7.5373 0.8527 6.4305
H82 7.1675 0.2735 9.0592
H83 6.3034 -0.8791 8.0322
H84 7.7360 -1.3962 8.9386
H85 8.2424 -1.0197 6.5111
H86 9.4991 1.1158 8.2980
H87 10.1641 0.5158 6.7729
H88 10.0599 -0.5565 8.1792
H89 7.4425 1.6291 6.9937
C40 7.4371 -2.9254 -9.4670
C41 7.4608 -3.1094 -7.9585
C42 8.2383 -4.3475 -7.5506
O6 6.1298 -3.1510 -7.4355
H90 6.9570 -3.7863 -9.9416
H91 6.8786 -2.0294 -9.7371
H92 8.4483 -2.8417 -9.8676
H93 7.9035 -2.2245 -7.4950
H94 7.7824 -5.2466 -7.9715
H95 8.2508 -4.4495 -6.4649
H96 9.2689 -4.3027 -7.9058
H97 5.6936 -3.9224 -7.8143
C43 -3.8765 8.2746 0.4424
C44 -3.1247 7.5546 -0.6649
C45 -3.9661 7.4032 -1.9209
O7 -2.6547 6.2850 -0.2119
H98 -4.7709 7.7073 0.7195
H99 -3.2487 8.3768 1.3275
H100 -4.1945 9.2680 0.1234
H101 -2.2146 8.1085 -0.9040
H102 -4.8623 6.8135 -1.7041
H103 -3.4012 6.8923 -2.6999
H104 -4.2857 8.3745 -2.3007
H105 -3.4230 5.7498 0.0166
C46 7.4402 -9.1518 -10.1078
C47 8.6571 -8.4085 -9.5835
C48 9.8015 -9.3499 -9.2488
O8 8.3139 -7.6059 -8.4525
H106 7.0697 -9.8495 -9.3509
H107 6.6392 -8.4536 -10.3496
H108 7.6852 -9.7252 -11.0027
H109 8.9902 -7.6866 -10.3326
H110 9.4953 -10.0529 -8.4685
H111 10.6630 -8.7908 -8.8852
H112 10.1035 -9.9279 -10.1231
H113 8.0134 -8.1943 -7.7509

Atoms 1-3, force components in eV/Å:
0.056 0.042 0.122
-0.005 0.024 0.123
0.061 0.054 -0.054

The total energy comes out at -2607.8072 a.u. As for the orbital gap: 7.63 eV. As for the total charge: +1. Its highest occupied orbital energy is -10.83 eV.

Atom charges from the Löwdin analysis, given in e for atoms 1 to 2:
1. C -0.108
2. C -0.245

[2]
Density functional theory data (ωB97M-V/def2-TZVPD) for 10 unconnected molecules or ions with the total composition C48H114N6O4.

Geometry (Å):
C1 -5.2490 -6.8311 -0.1849
C2 -4.4907 -5.7281 -0.9750
N1 -4.4665 -4.4808 -0.2101
C3 -5.7110 -3.9313 0.2564
C4 -6.5806 -3.3641 -0.8829
C5 -3.6946 -3.3959 -0.7871
C6 -2.2239 -3.7421 -1.0894
H1 -5.0481 -7.7666 -0.7070
H2 -6.3227 -6.6541 -0.1229
H3 -4.8274 -6.9488 0.8133
H4 -3.4866 -6.1062 -1.1672
H5 -4.9601 -5.5592 -1.9441
H6 -6.2156 -4.7056 0.8343
H7 -5.6214 -3.0807 0.9320
H8 -6.8880 -4.1809 -1.5358
H9 -7.4939 -2.9117 -0.4964
H10 -6.1419 -2.5290 -1.4291
H11 -3.6920 -2.5780 -0.0666
H12 -4.1747 -3.0318 -1.6954
H13 -1.7022 -2.9141 -1.5692
H14 -2.1479 -4.5591 -1.8069
H15 -1.6788 -3.9707 -0.1736
C7 -0.1907 5.7014 -1.9030
C8 0.7668 4.7171 -1.2092
N2 2.1713 5.1899 -1.2651
C9 3.1220 4.0898 -0.9472
C10 3.3055 3.1010 -2.0667
C11 2.4431 6.4699 -0.5463
C12 3.6531 7.0796 -1.2971
H16 -1.2292 5.4318 -1.7108
H17 -0.0831 5.6590 -2.9868
H18 -0.0458 6.7400 -1.6055
H19 0.5159 4.6018 -0.1547
H20 0.6647 3.7551 -1.7113
H21 4.1092 4.4992 -0.7325
H22 2.7721 3.5292 -0.0805
H23 3.2652 3.6482 -3.0085
H24 4.2710 2.6238 -1.8989
H25 2.4967 2.3705 -2.0843
H26 2.6935 6.3527 0.5081
H27 1.6606 7.2214 -0.6520
H28 4.5855 6.5362 -1.1434
H29 3.8817 8.0862 -0.9469
H30 3.5352 7.1861 -2.3754
C13 -2.9613 0.4206 2.4258
C14 -1.8162 1.2978 2.9585
N3 -0.8199 0.6057 3.7947
C15 0.1682 1.5260 4.4028
C16 1.0991 2.1776 3.4359
C17 -1.4746 -0.3158 4.7454
C18 -2.3030 0.3415 5.8131
H31 -3.5117 0.9912 1.6777
H32 -3.5506 0.1349 3.2971
H33 -2.5610 -0.4858 1.9715
H34 -1.3093 1.7585 2.1106
H35 -2.2947 2.0893 3.5353
H36 -0.3366 2.2233 5.0713
H37 0.7890 0.8973 5.0411
H38 1.9219 2.7791 3.8224
H39 1.6080 1.4544 2.7987
H40 0.4870 2.8314 2.8147
H41 -0.6805 -0.8859 5.2276
H42 -1.9227 -1.1472 4.2011
H43 -1.6804 0.9353 6.4824
H44 -2.9489 -0.3136 6.3977
H45 -2.9465 1.0724 5.3235
C19 -3.4660 -0.2494 -3.1487
C20 -3.4827 1.2606 -2.8025
N4 -4.1811 1.5216 -1.5096
C21 -5.5890 1.1144 -1.5104
C22 -6.0042 0.7441 -0.0757
C23 -4.1169 2.9005 -0.9616
C24 -2.6701 3.2320 -0.8218
H46 -3.0711 -0.8256 -2.3120
H47 -2.7921 -0.4884 -3.9714
H48 -4.4485 -0.5571 -3.5065
H49 -2.4253 1.5238 -2.7737
H50 -3.9174 1.9176 -3.5558
H51 -5.6838 0.2588 -2.1791
H52 -6.1806 1.8950 -1.9887
H53 -7.0201 0.3518 -0.1219
H54 -5.9659 1.6284 0.5604
H55 -5.3405 -0.0129 0.3421
H56 -4.5914 3.6359 -1.6114
H57 -4.6119 2.9600 0.0077
H58 -2.1411 3.4432 -1.7511
H59 -2.5506 4.1139 -0.1925
H60 -2.1167 2.4252 -0.3413
C25 2.7831 -7.5195 4.7204
C26 2.3965 -6.0487 5.0174
N5 2.8834 -4.9592 4.1097
C27 4.3444 -4.8077 4.0709
C28 4.9441 -4.4430 5.4344
C29 2.3223 -5.1190 2.7703
C30 2.3251 -3.8327 1.9566
H61 2.2868 -8.1749 5.4362
H62 3.8701 -7.5712 4.7833
H63 2.5111 -7.8465 3.7169
H64 1.3078 -6.0962 5.0429
H65 2.7703 -5.8023 6.0112
H66 4.7319 -5.7378 3.6550
H67 4.6901 -4.0496 3.3682
H68 4.3754 -3.5739 5.7649
H69 4.7969 -5.2692 6.1299
H70 6.0103 -4.2723 5.2857
H71 1.3206 -5.5486 2.7641
H72 2.9483 -5.8321 2.2340
H73 1.8727 -4.0207 0.9829
H74 3.3434 -3.4980 1.7592
H75 1.8683 -2.9944 2.4827
C31 -0.4312 2.4890 -4.5339
C32 0.4818 2.7426 -5.7008
N6 0.6054 4.1644 -6.0274
C33 1.4066 4.8937 -5.0086
C34 1.2733 6.4227 -5.2120
C35 1.1489 4.3093 -7.3841
C36 0.0468 4.0693 -8.3821
H76 -1.4060 2.9100 -4.7801
H77 -0.0862 2.9063 -3.5879
H78 -0.4887 1.4081 -4.4063
H79 1.4972 2.3626 -5.5884
H80 0.0075 2.2087 -6.5243
H81 1.1330 4.4995 -4.0299
H82 2.4284 4.5297 -5.1152
H83 1.7921 6.9079 -4.3853
H84 1.7980 6.7315 -6.1162
H85 0.2353 6.7524 -5.2549
H86 1.9603 3.6105 -7.5875
H87 1.5117 5.3256 -7.5381
H88 -0.3423 3.0540 -8.4593
H89 0.4188 4.2826 -9.3842
H90 -0.7921 4.7430 -8.2073
C37 0.1213 -0.8807 0.5213
C38 0.5778 0.0512 -0.5290
O1 1.6082 0.6823 -0.4126
C39 -0.3830 0.3309 -1.6418
H91 0.9949 -1.3176 1.0052
H92 -0.5446 -1.6338 0.0999
H93 -0.3984 -0.3137 1.2936
H94 0.0421 1.0815 -2.3081
H95 -1.3460 0.6341 -1.2309
H96 -0.4998 -0.5454 -2.2794
C40 0.9518 -4.2489 -2.8523
C41 1.5816 -2.8954 -3.1858
O2 0.8386 -2.0684 -3.6563
C42 2.9691 -2.5206 -2.6928
H97 1.2530 -4.9013 -3.6719
H98 -0.1320 -4.1991 -2.7475
H99 1.4901 -4.6564 -1.9966
H100 3.7467 -3.1229 -3.1627
H101 2.9861 -2.6294 -1.6084
H102 3.1943 -1.4969 -2.9920
C43 2.4408 -1.2767 4.3757
C44 2.1468 -1.4889 5.8215
O3 2.6486 -0.8031 6.7124
C45 1.2744 -2.6922 6.1305
H103 2.7802 -0.2607 4.1740
H104 1.5901 -1.5306 3.7432
H105 3.3380 -1.8741 4.2133
H106 0.3406 -2.5969 5.5764
H107 0.9330 -2.6925 7.1657
H108 1.8724 -3.5695 5.8839
C46 4.1980 0.0399 1.5081
C47 4.8279 1.2302 2.1994
O4 4.4124 1.6389 3.3032
C48 5.9767 1.9351 1.5311
H109 4.5831 -0.0625 0.4936
H110 3.1218 -0.1030 1.6062
H111 4.6125 -0.8238 2.0281
H112 6.8270 1.2762 1.3552
H113 6.3416 2.8193 2.0539
H114 5.6458 2.3785 0.5920

Atoms 1-3, force components in eV/Å:
0.714 0.231 -0.745
-1.024 0.061 1.124
1.373 0.504 0.685

The total energy comes out at -2526.5816 a.u. Its spin multiplicity is 2. As for the orbital gap (alpha / beta): 1.74 / 8.52 eV. As for the total charge: -1. Its expectation value of S² is 0.75. Its highest occupied orbital energy (alpha / beta) is 0.55 / -6.24 eV.

Atom charges from the Löwdin analysis, given in e for atoms 1 to 2:
1. C -0.097
2. C -0.248